1.
# C15H45N3O9

A 7-piece molecular cluster, C15H45N3O9 overall (wB97M-V/def2-TZVPD, the Open Molecules 2025 dataset).

ORCA input file:
```
! RIJCOSX wB97M-V def2-TZVPD def2/J DEFGRID3
* xyz 0 1
O -20.9417 23.1449 11.5007
H -21.8299 22.9254 11.8497
H -20.9500 23.9403 10.8477
H -20.4395 22.4041 11.2865
C -23.5809 21.3186 11.9149
O -22.5257 20.6154 12.0810
O -24.6674 20.5719 11.7789
O -23.5381 22.4667 11.7609
H -24.6263 19.6216 12.0509
C -23.6409 19.7403 16.0033
C -22.1256 19.4219 15.6460
C -22.1017 18.0381 15.0080
O -22.6756 17.1280 15.9031
C -22.5134 15.7871 15.3935
N -21.6095 20.3926 14.7690
H -24.1206 19.9831 15.0127
H -24.0258 20.6014 16.5443
H -24.1905 18.9650 16.3461
H -21.6426 19.3737 16.6004
H -21.0930 17.7869 14.6547
H -22.5740 18.2414 14.0222
H -23.0113 15.0551 15.9071
H -21.4308 15.6149 15.3289
H -22.9375 15.6972 14.2900
H -22.2688 20.5978 13.9347
H -20.8391 20.0281 14.2944
C -24.9768 25.2858 15.4766
C -24.6099 23.9447 14.8454
C -25.8941 23.2425 14.4659
O -26.8527 23.3102 15.4089
C -28.0570 22.4887 14.9899
N -23.7393 24.2638 13.7898
H -25.3805 26.0382 14.9870
H -24.2098 25.7545 15.8761
H -25.5481 24.9848 16.3830
H -24.3716 23.4404 15.6795
H -25.6071 22.3501 14.0511
H -26.1792 23.3366 13.5936
H -28.4847 22.5087 14.0977
H -28.9139 22.7831 15.6454
H -27.8633 21.4359 15.3586
H -23.6027 23.7006 12.8069
H -24.2071 25.0612 13.6674
C -22.0943 17.3907 8.2849
C -22.0900 18.6525 9.2460
C -23.1468 19.7168 8.8513
O -23.0993 20.0185 7.4324
C -23.7260 21.1842 7.0759
N -22.3356 18.2771 10.5950
H -22.0934 17.8619 7.2393
H -22.9639 16.8553 8.3679
H -21.1736 16.9695 8.2127
H -21.1061 19.0868 9.2282
H -23.0059 20.6148 9.5204
H -24.2697 19.6239 8.9548
H -23.6046 21.2217 6.1193
H -23.3759 22.0737 7.5350
H -25.0106 21.2306 7.2080
H -23.2662 17.8652 10.6757
H -22.1949 19.1437 11.0416
C -26.2260 22.8928 9.4946
O -24.8928 23.0389 9.4780
H -26.7037 23.2513 8.6644
H -26.7538 23.5747 10.3899
H -26.5107 21.9987 9.5341
H -24.4663 23.0839 10.3664
C -25.8542 17.6937 12.9997
O -25.2638 17.6501 11.6913
H -25.5459 18.5048 13.6547
H -25.4949 16.7128 13.6128
H -26.9029 17.8554 12.7898
H -26.0045 17.7417 11.0884
*
```

The molar mass comes out at 411.537 g/mol. The orbital gap is 7.19 eV. The LUMO energy is -0.044 hartree.

Atom charges from the Mulliken analysis, given in e for atoms 1 to 8: O -0.373; H 0.175; H 0.456; H 0.427; C 1.371; O -1.039; O -0.404; O -0.823

***

2.
# C7H8BO4

A 2-piece molecular cluster, C7H8BO4 overall (wB97M-V/def2-TZVPD, the Open Molecules 2025 dataset).

ORCA input file:
```
! RIJCOSX wB97M-V def2-TZVPD def2/J DEFGRID3
* xyz -1 1
B 1.4933 -1.2922 -0.1546
C -2.4390 0.7173 -0.3382
C -1.3770 0.9789 -1.3395
C -2.1294 -0.0161 0.7827
C -0.2263 0.3284 -1.2244
C 1.9251 1.5721 0.5857
C -0.7030 -0.5001 1.0657
C 0.1203 -0.5088 -0.2046
O 1.8896 1.2970 1.7144
O 2.0059 1.9353 -0.5095
O 2.4922 -1.1637 -1.1550
O 1.8451 -2.1489 0.9352
H -3.4114 1.2104 -0.4893
H -1.6789 1.5371 -2.2525
H -2.7658 -0.0129 1.5475
H 0.4504 0.4715 -2.0658
H -0.5253 0.2500 1.8641
H -0.7028 -1.5247 1.5651
H 2.5160 -0.3720 -1.6756
H 1.2211 -2.7587 1.3482
*
```

The molar mass comes out at 166.949 g/mol. The orbital gap is 5.09 eV. The LUMO energy is 0.127 hartree.

Atom charges from the natural (NBO) analysis, given in e for atoms 1 to 8: B 1.034; C -0.216; C -0.452; C -0.249; C -0.127; C 1.051; C -0.414; C -0.652

***

molar mass of number 2 (C7H8BO4)? 166.949 g/mol

***

Number 1 is which compound? C15H45N3O9